# C5H6N2O2

One molecule with the formula C5H6N2O2 in a non-equilibrium geometry (ωB97M-V/def2-TZVPD, the OMol25 dataset).

Each atom is followed by the atoms it is bonded to, with distances in Å.
Positions of all 15 atoms, in Å:
1 C -1.879 0.973 0.408  C2 1.443, H10 1.058, H11 1.086, H12 0.980
2 C -1.946 -0.360 -0.140  C1 1.443, O3 1.275, N4 1.443
3 O -2.969 -0.931 -0.644  C2 1.275
4 N -0.722 -1.123 -0.116  C2 1.443, C5 1.360, H13 0.940
5 C 0.522 -0.573 -0.160  N4 1.360, N6 1.346, O9 1.277
6 N 0.875 0.660 -0.568  C5 1.346, C7 1.352
7 C 2.222 0.610 -0.458  N6 1.352, C8 1.333, H14 1.100
8 C 2.661 -0.583 -0.055  C7 1.333, O9 1.418, H15 0.940
9 O 1.485 -1.339 0.180  C5 1.277, C8 1.418
10 H -1.255 1.575 -0.199  C1 1.058
11 H -2.885 1.377 0.353  C1 1.086
12 H -1.610 1.078 1.344  C1 0.980
13 H -0.624 -1.915 0.380  N4 0.940
14 H 2.701 1.593 -0.582  C7 1.100
15 H 3.422 -1.040 0.255  C8 0.940

largest force on an atom: 7.4 eV Å⁻¹
orbital gap: 9.50 eV
E_LUMO: 0.7 eV
structure (SMILES): CC(=O)Nc1ncco1
HOMO energy: -8.785 eV

---

# C5H6N2O2S

One molecule with the formula C5H6N2O2S in a non-equilibrium geometry (ωB97M-V/def2-TZVPD, the OMol25 dataset).

Each atom is followed by the atoms it is bonded to, with distances in Å.
Positions of all 16 atoms, in Å:
1 C -0.351 -1.679 -1.368  C2 1.559, H11 1.226, H12 1.098, H13 1.099
2 C 0.268 -0.460 -0.620  C1 1.559, S3 1.739, C7 1.320
3 S 1.975 -0.155 -0.492  C2 1.739, C4 1.712
4 C 1.642 1.181 0.526  S3 1.712, N5 1.439, N6 1.255
5 N 2.479 2.158 1.170  C4 1.439, H14 1.106, H15 1.001
6 N 0.427 1.374 0.772  C4 1.255, C7 1.387
7 C -0.361 0.455 0.095  C2 1.320, N6 1.387, C8 1.571
8 C -1.887 0.281 0.421  C7 1.571, O9 1.264, O10 1.339
9 O -2.487 0.862 1.369  C8 1.264
10 O -2.397 -0.710 -0.323  C8 1.339, H16 1.112
11 H 0.463 -2.504 -1.770  C1 1.226
12 H -0.965 -1.644 -2.278  C1 1.098
13 H -0.849 -2.223 -0.554  C1 1.099
14 H 2.171 2.351 2.214  N5 1.106
15 H 3.330 1.681 0.945  N5 1.001
16 H -3.457 -0.968 -0.107  O10 1.112

largest force on an atom: 4.7 eV Å⁻¹
orbital gap: 9.33 eV
E_LUMO: 0.4 eV
structure (SMILES): Cc1sc(N)nc1C(=O)O
HOMO energy: -8.904 eV

---

# C5H6N2O2S

A 2-piece molecular cluster, C5H6N2O2S overall in a non-equilibrium geometry (ωB97M-V/def2-TZVPD, the OMol25 dataset).

Each atom is followed by the atoms it is bonded to, with distances in Å.
Positions of all 16 atoms, in Å:
1 C -1.728 -1.618 -0.412  C5 1.426, N6 1.144
2 C -3.217 -0.234 0.810  C5 1.391, N7 1.157
3 C 2.780 0.425 0.128  C4 1.520, H11 1.038, H12 1.003, H13 1.040
4 C 1.343 0.198 -0.309  C3 1.520, O9 1.425, H14 1.125, H15 1.068
5 C -1.929 -0.749 0.701  C1 1.426, C2 1.391, H16 0.987
6 N -1.373 -2.269 -1.283  C1 1.144
7 N -4.164 0.393 1.026  C2 1.157
8 O -1.122 1.155 -1.591  S10 1.458
9 O 0.407 1.079 0.306  C4 1.425, S10 1.578
10 S -1.063 1.419 -0.158  O8 1.458, O9 1.578
11 H 2.862 1.458 0.186  C3 1.038
12 H 2.857 0.005 1.036  C3 1.003
13 H 3.544 0.156 -0.524  C3 1.040
14 H 1.250 -0.915 -0.179  C4 1.125
15 H 1.061 0.433 -1.312  C4 1.068
16 H -1.508 -0.937 1.574  C5 0.987

largest force on an atom: 5.3 eV Å⁻¹
orbital gap (alpha / beta): 7.61 / 7.60 eV
E_LUMO (alpha / beta): -1.8 / -1.8 eV
HOMO energy (alpha / beta): -9.440 / -9.438 eV

---

# C5H6N2O2S

One molecule with the formula C5H6N2O2S in a non-equilibrium geometry (ωB97M-V/def2-TZVPD, the OMol25 dataset).

Each atom is followed by the atoms it is bonded to, with distances in Å.
Positions of all 16 atoms, in Å:
1 C -0.532 2.225 0.075  C2 1.548, H11 1.238, H12 1.304, H13 1.292
2 C 0.499 1.076 -0.024  C1 1.548, N3 1.387, C7 1.423
3 N 1.830 1.439 0.121  C2 1.387, S4 1.755
4 S 2.743 -0.030 -0.175  N3 1.755, C5 1.697
5 C 1.441 -1.118 -0.191  S4 1.697, N6 1.316, C7 1.476
6 N 1.334 -2.420 -0.037  C5 1.316, H14 1.237, H15 1.142
7 C 0.205 -0.314 -0.116  C2 1.423, C5 1.476, C8 1.480
8 C -1.180 -0.799 0.080  C7 1.480, O9 1.227, O10 1.344
9 O -1.309 -2.015 -0.024  C8 1.227
10 O -2.115 0.119 -0.220  C8 1.344, H16 0.983
11 H -1.404 1.967 -0.765  C1 1.238
12 H -0.086 3.239 -0.613  C1 1.304
13 H -0.857 2.672 1.243  C1 1.292
14 H 2.107 -3.045 0.698  N6 1.237
15 H 0.332 -2.772 0.383  N6 1.142
16 H -3.010 -0.225 -0.437  O10 0.983

largest force on an atom: 7.9 eV Å⁻¹
orbital gap: 8.56 eV
E_LUMO: 0.1 eV
structure (SMILES): Cc1nsc(N)c1C(=O)O
HOMO energy: -8.459 eV

---

# C5H6N2O4

One molecule with the formula C5H6N2O4 in a non-equilibrium geometry (ωB97M-V/def2-TZVPD, the OMol25 dataset).

Each atom is followed by the atoms it is bonded to, with distances in Å.
Positions of all 17 atoms, in Å:
1 O -0.318 -1.318 2.616  N2 1.208
2 N -1.048 -1.036 1.697  O1 1.208, O3 1.201, C4 1.550
3 O -2.029 -0.342 1.679  N2 1.201
4 C -0.626 -1.122 0.207  N2 1.550, O5 1.366, C9 1.586, H12 1.106
5 O 0.358 -2.000 -0.148  C4 1.366, N6 1.561
6 N 1.695 -1.303 -0.553  O5 1.561, O7 1.182, C8 1.284
7 O 2.602 -1.991 -0.874  N6 1.182
8 C 1.546 -0.028 -0.541  N6 1.284, C9 1.508, H13 0.983
9 C 0.105 0.231 -0.178  C4 1.586, C8 1.508, C10 1.571, C11 1.522
10 C -0.649 1.243 -1.112  C9 1.571, C11 1.471, H14 1.029, H15 1.064
11 C -0.303 1.628 0.265  C9 1.522, C10 1.471, H16 1.046, H17 1.088
12 H -1.546 -1.122 -0.408  C4 1.106
13 H 2.236 0.605 -0.841  C8 0.983
14 H -1.611 1.087 -1.442  C10 1.029
15 H 0.027 1.516 -1.887  C10 1.064
16 H 0.572 2.172 0.444  C11 1.046
17 H -1.011 1.780 1.077  C11 1.088

largest force on an atom: 7.5 eV Å⁻¹
orbital gap: 9.23 eV
E_LUMO: 0.0 eV
structure (SMILES): O=[N+]([O-])[C@@H]1O[N+]([O-])=CC12CC2
HOMO energy: -9.184 eV

---

# C5H6N2OS

A 2-piece molecular cluster, C5H6N2OS overall in a non-equilibrium geometry (ωB97M-V/def2-TZVPD, the OMol25 dataset).

Each atom is followed by the atoms it is bonded to, with distances in Å.
Positions of all 15 atoms, in Å:
1 C 3.501 0.420 -0.210  C2 1.360, N6 1.406, H10 1.084
2 C 2.382 1.185 -0.101  C1 1.360, N7 1.442, H11 1.144
3 C 1.858 -0.985 0.046  N6 1.261, N7 1.442, H12 1.004
4 C 0.027 0.785 0.012  N7 1.302, S9 1.571
5 C -2.572 -0.655 0.175  O8 1.358, H13 1.140, H14 1.088, H15 1.194
6 N 3.107 -0.927 -0.119  C1 1.406, C3 1.261
7 N 1.242 0.319 0.070  C2 1.442, C3 1.442, C4 1.302
8 O -1.318 -1.058 0.507  C5 1.358
9 S -0.836 2.067 -0.264  C4 1.571
10 H 4.513 0.791 -0.327  C1 1.084
11 H 2.244 2.300 0.117  C2 1.144
12 H 1.381 -1.869 0.044  C3 1.004
13 H -2.739 0.447 0.413  C5 1.140
14 H -3.196 -1.171 0.902  C5 1.088
15 H -2.974 -0.915 -0.918  C5 1.194

largest force on an atom: 3.5 eV Å⁻¹
orbital gap (alpha / beta): 7.84 / 7.84 eV
E_LUMO (alpha / beta): -0.9 / -0.9 eV
HOMO energy (alpha / beta): -8.789 / -8.788 eV

---

# C5H6N2OS

One molecule with the formula C5H6N2OS in a non-equilibrium geometry (ωB97M-V/def2-TZVPD, the OMol25 dataset).

Each atom is followed by the atoms it is bonded to, with distances in Å.
Positions of all 15 atoms, in Å:
1 O -1.353 -2.295 -0.351  C2 1.198
2 C -0.826 -1.238 -0.149  O1 1.198, C3 1.520, N9 1.393
3 C -0.864 0.007 -1.019  C2 1.520, C4 1.522, H10 1.078, H11 1.084
4 C -0.868 1.083 0.058  C3 1.522, C5 1.532, H12 1.080, H13 1.073
5 C 0.272 0.537 0.924  C4 1.532, N6 1.491, N9 1.439, H14 1.081
6 N 1.652 0.910 0.502  C5 1.491, C7 1.219
7 C 2.322 0.109 -0.126  N6 1.219, S8 1.562
8 S 3.127 -0.688 -1.202  C7 1.562
9 N -0.083 -0.856 0.966  C2 1.393, C5 1.439, H15 1.007
10 H -1.651 0.048 -1.756  C3 1.078
11 H 0.059 0.004 -1.588  C3 1.084
12 H -1.715 0.854 0.687  C4 1.080
13 H -0.796 2.107 -0.256  C4 1.073
14 H 0.183 0.941 1.924  C5 1.081
15 H 0.542 -1.523 1.388  N9 1.007

largest force on an atom: 1.8 eV Å⁻¹
orbital gap: 9.79 eV
E_LUMO: 0.2 eV
structure (SMILES): O=C1CC[C@H](N=C=S)N1
HOMO energy: -9.616 eV

---

# C5H6N2OS

A 2-piece molecular cluster, C5H6N2OS overall in a non-equilibrium geometry (ωB97M-V/def2-TZVPD, the OMol25 dataset).

Each atom is followed by the atoms it is bonded to, with distances in Å.
Positions of all 15 atoms, in Å:
1 O 1.203 -1.460 0.577  C2 1.233
2 C 0.616 -0.682 -0.178  O1 1.233, C3 1.514, N6 1.473
3 C -0.880 -0.637 -0.401  C2 1.514, C4 1.508, H7 1.151, H8 1.136
4 C -1.141 0.447 -1.416  C3 1.508, C5 1.453, H9 1.124, H10 1.076
5 C 0.206 0.936 -1.656  C4 1.453, N6 1.308, H11 1.007
6 N 1.204 0.364 -1.032  C2 1.473, C5 1.308
7 H -1.206 -1.633 -0.877  C3 1.151
8 H -1.461 -0.427 0.553  C3 1.136
9 H -1.608 0.020 -2.344  C4 1.124
10 H -1.808 1.207 -1.048  C4 1.076
11 H 0.318 1.443 -2.518  C5 1.007
12 N 1.806 -0.415 2.836  C13 1.221, H15 1.019
13 C 1.102 0.539 2.551  N12 1.221, S14 1.597
14 S -0.093 1.597 2.618  C13 1.597
15 H 1.742 -1.300 2.335  N12 1.019

largest force on an atom: 4.2 eV Å⁻¹
orbital gap: 8.99 eV
E_LUMO: -0.3 eV
structure (SMILES): O=C1CCC=N1.N=C=S
HOMO energy: -9.267 eV